Record 1
C26H19Br5IIrN2O4 | the ωB97M-V functional and the def2-TZVPD basis

Each line ends with the natural charge from an NBO analysis.
Cartesian coordinates (Å):
1 Ir -0.50994 -0.32961 -0.15251  1.503
2 Br 2.61322 -1.91506 6.16250  0.023
3 C 1.57079 -1.86318 4.57721  -0.135
4 C 0.19052 -2.13581 4.65589  -0.189
5 C -0.58014 -2.12603 3.52796  -0.261
6 C -0.02070 -1.82818 2.25747  0.412
7 O -0.76367 -1.88266 1.19463  -0.667
8 C 1.37168 -1.51476 2.20980  -0.151
9 C 2.01089 -1.19363 0.98017  0.178
10 N 1.36874 -1.07328 -0.13804  -0.439
11 C 1.93534 -1.08628 -1.41314  0.144
12 C 3.28234 -1.14720 -1.75459  -0.246
13 C 3.64219 -1.09257 -3.08543  -0.236
14 C 2.65350 -1.00210 -4.07386  -0.195
15 C 1.31405 -1.02875 -3.74975  -0.100
16 C 0.24587 -0.89698 -4.73140  -0.200
17 C -1.02297 -1.00821 -4.36699  -0.166
18 C -1.45234 -1.31475 -2.96102  -0.126
19 N -0.36401 -1.22664 -1.96084  -0.499
20 C 0.92610 -1.12241 -2.39099  0.188
21 C 2.15145 -1.56242 3.38627  -0.187
22 H -0.25537 -2.34922 5.61872  0.225
23 H -1.64220 -2.33443 3.56778  0.233
24 H 3.09612 -1.09608 0.97732  0.184
25 H 4.04582 -1.21067 -0.98924  0.207
26 H 4.68791 -1.10407 -3.36327  0.205
27 H 2.94049 -0.90421 -5.11527  0.204
28 H 0.51437 -0.68273 -5.76003  0.203
29 H -1.81733 -0.89442 -5.09527  0.216
30 H -1.81941 -2.35103 -2.94143  0.199
31 H 3.21125 -1.34501 3.32986  0.216
32 Br -2.38518 2.35536 5.94745  0.067
33 C -2.44298 1.66295 4.18766  -0.177
34 C -3.64695 1.32067 3.59062  -0.146
35 Br -5.28114 1.53679 4.51946  0.067
36 C -3.65513 0.81683 2.27989  -0.168
37 Br -5.24354 0.29554 1.39892  0.069
38 C -2.47517 0.66751 1.56549  0.247
39 O -2.41299 0.23221 0.32338  -0.699
40 C -1.26259 0.99304 2.18497  0.289
41 O -0.16873 0.79341 1.43871  -0.708
42 C -1.24761 1.48698 3.46941  -0.173
43 Br 0.44492 1.90628 4.20857  0.065
44 I -4.38669 -0.84593 -3.68246  0.016
45 C -2.63079 -0.43506 -2.52694  -0.484
46 H -2.40355 0.61971 -2.64113  0.245
47 H -2.91251 -0.62873 -1.49937  0.265
48 C 0.15551 3.43732 -2.02435  -0.611
49 C 0.31332 2.43523 -0.89122  0.098
50 C 1.79155 2.25166 -0.55052  -0.638
51 O -0.29164 1.24437 -1.33880  -0.743
52 H 0.61372 4.39522 -1.76478  0.192
53 H -0.90098 3.59893 -2.24656  0.210
54 H 0.63793 3.04383 -2.92447  0.200
55 H -0.20686 2.82129 -0.00342  0.159
56 H 2.29888 1.79282 -1.40800  0.201
57 H 1.90949 1.61024 0.32124  0.214
58 H 2.26519 3.21394 -0.33626  0.199

Calculated values
ΔE to the lowest compared entry with this formula, charge and spin = 17.74 kcal/mol
Gap between HOMO and LUMO (alpha / beta) = 6.18 / 5.60 eV
HOMO (alpha / beta) = -4.627 / -4.653 eV
2S+1 = 2
Charge = -1
LUMO (alpha / beta) = 1.55 / 0.95 eV

***

Record 2
C26H19BrN2OPtS3 | the ωB97M-V functional and the def2-TZVPD basis

Each line ends with the natural charge from an NBO analysis.
Cartesian coordinates (Å):
1 Pt -0.06794 0.62816 0.71052  0.851
2 Br 2.39781 -0.08064 0.60702  0.201
3 C 2.44676 -0.28879 2.49762  -0.063
4 C 3.64986 -0.34814 3.13146  -0.249
5 C 3.66641 -0.54001 4.52712  -0.206
6 C 2.49681 -0.68795 5.20727  -0.167
7 C 1.24443 -0.64428 4.54501  -0.077
8 C 0.04432 -0.81910 5.26817  -0.200
9 C -1.14828 -0.77366 4.61730  -0.199
10 C -1.20783 -0.52927 3.22944  -0.295
11 C -0.07572 -0.31871 2.45108  -0.229
12 C 1.19432 -0.42282 3.14541  -0.062
13 H 4.57152 -0.25380 2.57727  0.228
14 H 4.61334 -0.57294 5.04585  0.220
15 H 2.50468 -0.83787 6.27916  0.213
16 H 0.09521 -0.97667 6.33647  0.211
17 H -2.06949 -0.90946 5.17079  0.211
18 H -2.18042 -0.46401 2.78125  0.200
19 N -2.72640 -0.82791 0.53092  -0.321
20 C -4.00098 -0.43327 0.50473  0.000
21 C -4.04011 0.78636 -0.13947  -0.342
22 C -2.71770 1.04418 -0.47718  0.031
23 N -1.90782 0.04732 -0.08529  -0.338
24 H -2.33126 -1.68848 0.87723  0.433
25 H -4.77956 -1.04155 0.92679  0.230
26 H -4.89698 1.40228 -0.32725  0.248
27 H -2.28860 1.87869 -1.00279  0.257
28 O 0.31138 2.16591 -0.64714  -0.894
29 C 0.02995 3.49767 -0.48944  0.144
30 C 1.10853 4.15523 0.37760  -0.206
31 C 2.42571 3.80241 0.39704  -0.259
32 C 3.19492 4.58890 1.29097  -0.258
33 C 2.44498 5.52711 1.93327  -0.438
34 S 0.80450 5.44570 1.46466  0.461
35 C -1.32328 3.76069 0.17524  -0.220
36 C -1.80842 3.21117 1.32854  -0.279
37 C -3.06582 3.73184 1.71212  -0.250
38 C -3.51462 4.68662 0.84774  -0.448
39 S -2.41258 4.94494 -0.42646  0.488
40 C 0.06548 4.13309 -1.86993  -0.198
41 C 0.79279 5.19411 -2.31779  -0.255
42 C 0.59902 5.45568 -3.69897  -0.260
43 C -0.26701 4.57890 -4.27401  -0.424
44 S -0.83701 3.42471 -3.14966  0.453
45 H 2.80943 3.00603 -0.21768  0.235
46 H 4.25363 4.46134 1.45290  0.218
47 H 2.76878 6.24559 2.66504  0.233
48 H -1.26084 2.48336 1.91667  0.229
49 H -3.60755 3.41862 2.58965  0.220
50 H -4.43098 5.24628 0.89949  0.236
51 H 1.44144 5.76831 -1.67648  0.233
52 H 1.08016 6.25688 -4.23545  0.220
53 H -0.58875 4.54599 -5.29910  0.232

Calculated values
ΔE to the lowest compared entry with this formula, charge and spin = 14.22 kcal/mol
Gap between HOMO and LUMO = 7.24 eV
HOMO = -7.614 eV
LUMO = -0.37 eV

***

Record 3
C26H19Cl2HfIN11O2S | the ωB97M-V functional and the def2-TZVPD basis

Each line ends with the natural charge from an NBO analysis.
Cartesian coordinates (Å):
1 Hf 0.51395 -0.07847 0.99627  2.142
2 N -0.54688 3.10417 -2.08514  -0.513
3 C -0.13949 2.42640 -1.02184  0.399
4 N 0.20887 1.16154 -1.03196  -0.650
5 C 0.17508 0.47890 -2.23949  0.412
6 N 0.59536 -0.73647 -2.32131  -0.343
7 N 0.97927 -1.19711 -1.06099  -0.341
8 C 1.88007 -2.09629 -1.06604  0.163
9 C 2.20987 -2.73978 0.20992  0.129
10 C 3.12470 -3.77143 0.27486  -0.201
11 C 3.31327 -4.41120 1.49528  -0.125
12 C 2.57889 -3.98852 2.58423  -0.225
13 C 1.70014 -2.92151 2.43978  0.112
14 N 1.50653 -2.30825 1.27498  -0.508
15 C -0.34273 1.15287 -3.42929  -0.082
16 C -0.48914 0.50107 -4.65769  -0.160
17 C -0.98818 1.18606 -5.74324  -0.200
18 C -1.34761 2.53114 -5.62194  -0.151
19 C -1.21071 3.19112 -4.41927  -0.222
20 C -0.70624 2.48866 -3.32998  0.150
21 H -0.78749 4.07683 -1.96960  0.435
22 H -0.08355 2.95106 -0.07777  0.259
23 H 2.39580 -2.40988 -1.96862  0.217
24 H 3.66790 -4.07132 -0.61044  0.238
25 H 4.02056 -5.22415 1.58599  0.240
26 H 2.68468 -4.45783 3.55167  0.245
27 H 1.13836 -2.52900 3.27659  0.245
28 H -0.20014 -0.53765 -4.73230  0.246
29 H -1.10042 0.68421 -6.69389  0.236
30 H -1.73747 3.06273 -6.47913  0.236
31 H -1.48873 4.23227 -4.31818  0.230
32 S -0.84657 -0.73871 3.11608  -0.240
33 C -1.77775 -1.62827 1.92448  0.125
34 C -2.94578 -2.34535 2.17797  -0.261
35 C -3.57596 -2.97165 1.12272  -0.119
36 C -3.04177 -2.88566 -0.16248  -0.273
37 C -1.88140 -2.16582 -0.34003  0.066
38 N -1.27281 -1.55437 0.68351  -0.603
39 H -3.33560 -2.39389 3.18449  0.243
40 H -4.48608 -3.53130 1.29482  0.234
41 H -3.51189 -3.37104 -1.00500  0.237
42 H -1.41351 -2.06503 -1.31146  0.214
43 N 3.05782 3.99310 4.89207  -0.376
44 C 2.14900 3.59764 4.30392  0.425
45 N 1.04924 3.17811 3.70069  -0.613
46 C 0.87270 2.53282 2.66068  0.724
47 N 0.53398 1.95594 1.67517  -0.881
48 I -5.16686 3.10244 -1.19102  0.221
49 C -3.75305 2.31504 0.06628  -0.311
50 C -3.49101 2.65523 1.37764  -0.047
51 N -2.45299 1.89737 1.76533  -0.300
52 N -2.02827 1.07780 0.80143  -0.291
53 C -2.81591 1.31782 -0.23814  -0.071
54 H -3.96495 3.35586 2.04355  0.248
55 H -2.00410 1.84051 2.66851  0.446
56 H -2.69014 0.77304 -1.16171  0.224
57 Cl 4.68180 1.78425 3.03160  0.067
58 C 4.50930 0.42286 1.93658  -0.325
59 Cl 5.13827 -1.08971 2.60720  0.013
60 C 3.04192 0.24054 1.61936  0.779
61 O 2.64475 0.39250 0.42729  -0.720
62 O 2.20357 -0.07479 2.49713  -0.698
63 H 5.04954 0.63254 1.01986  0.250

Calculated values
ΔE to the lowest compared entry with this formula, charge and spin = 7.61 kcal/mol
Gap between HOMO and LUMO = 7.26 eV
HOMO = -11.034 eV
Charge = +1
LUMO = -3.78 eV

***

Record 4
C26H19FeINO2S4 | the ωB97M-V functional and the def2-TZVPD basis

Each line ends with the natural charge from an NBO analysis.
Cartesian coordinates (Å):
1 Fe 0.71717 0.44236 0.68900  1.267
2 S -1.53131 1.47045 0.95134  -0.312
3 C -1.96786 0.32294 2.19980  -0.052
4 C -3.22158 -0.29096 2.24036  -0.255
5 C -3.48638 -1.32685 3.11850  -0.178
6 C -2.51089 -1.78685 3.99262  -0.227
7 C -1.27396 -1.16265 4.01647  -0.180
8 C -1.02532 -0.11016 3.14805  -0.286
9 S 0.63432 0.57333 3.19147  0.319
10 C 0.40464 2.36954 3.34435  -0.568
11 C 1.04967 3.17676 2.23929  0.248
12 C 1.37949 4.50145 2.48925  -0.241
13 C 1.91410 5.26613 1.46820  -0.134
14 C 2.13117 4.67973 0.23324  -0.241
15 C 1.81177 3.34079 0.06487  0.242
16 C 2.13061 2.63789 -1.23098  -0.565
17 S 0.89276 1.35986 -1.63859  0.347
18 C 1.93599 0.01310 -2.16073  -0.284
19 C 1.79760 -0.44948 -3.46308  -0.182
20 C 2.55651 -1.52210 -3.90016  -0.227
21 C 3.45934 -2.11633 -3.02871  -0.178
22 C 3.58834 -1.66456 -1.72691  -0.247
23 C 2.81508 -0.60465 -1.25439  -0.043
24 S 2.96047 -0.09063 0.43035  -0.281
25 N 1.26316 2.62007 1.04654  -0.509
26 H -3.97065 0.03300 1.52934  0.225
27 H -4.46091 -1.79830 3.10461  0.217
28 H -2.70929 -2.62334 4.64840  0.219
29 H -0.50180 -1.49207 4.69960  0.225
30 H 0.83866 2.67018 4.29693  0.240
31 H -0.66905 2.56276 3.35850  0.283
32 H 1.19889 4.92132 3.46946  0.227
33 H 2.16079 6.30646 1.63324  0.227
34 H 2.55436 5.23902 -0.58959  0.227
35 H 3.08616 2.12392 -1.11952  0.275
36 H 2.20247 3.35503 -2.04618  0.237
37 H 1.08869 0.03115 -4.12508  0.225
38 H 2.44523 -1.88794 -4.91172  0.220
39 H 4.05980 -2.95312 -3.36178  0.218
40 H 4.27671 -2.14795 -1.04658  0.228
41 I -4.75846 -3.03830 -4.74343  0.135
42 C -3.36218 -2.79042 -3.20997  -0.165
43 C -2.75299 -3.90912 -2.65556  -0.257
44 C -1.83642 -3.74142 -1.63154  -0.146
45 C -1.51942 -2.46660 -1.17498  -0.158
46 C -2.13337 -1.35641 -1.74009  -0.195
47 C -3.06291 -1.51535 -2.75708  -0.187
48 C -0.52688 -2.31724 -0.05925  0.791
49 O -0.13333 -3.25914 0.59579  -0.596
50 O -0.13508 -1.08362 0.11304  -0.866
51 H -2.99344 -4.89882 -3.01913  0.225
52 H -1.35333 -4.59298 -1.17102  0.240
53 H -1.90367 -0.36812 -1.36087  0.235
54 H -3.55346 -0.65181 -3.18568  0.215

Calculated values
ΔE to the lowest compared entry with this formula, charge and spin = 5.94 kcal/mol
Gap between HOMO and LUMO (alpha / beta) = 7.70 / 6.63 eV
HOMO (alpha / beta) = -7.710 / -7.584 eV
2S+1 = 6
LUMO (alpha / beta) = -0.01 / -0.96 eV

***

Among the records above, which one has the highest ΔE to the lowest compared entry with this formula, charge and spin?
C26H19Br5IIrN2O4

***

ΔE to the lowest compared entry with this formula, charge and spin of number 3 (C26H19Cl2HfIN11O2S)?
7.61 kcal/mol

***

The highest ΔE to the lowest compared entry with this formula, charge and spin belongs to which entry?
C26H19Br5IIrN2O4

***

What is the ΔE to the lowest compared entry with this formula, charge and spin in the fourth record?
5.94 kcal/mol